C35H100N8O12 | wB97M-V/def2-TZVPD

## Properties
- Lowest unoccupied orbital energy: 0.31 eV
- Relative energy (zero: lowest compared OMol25 entry of this formula, charge and spin): 0.00 kJ/mol
- Orbital gap: 8.820 eV
- DFT total energy: -2734.3139 hartree
- HOMO energy: -8.51 eV
- Structure (SMILES): COC[C@H](C)N.COC[C@H](C)N.COC[C@H](C)N.COC[C@H](C)N.COC[C@H](C)N.COC[C@H](C)N.NC(N)=O.CCO.CCO.CCO.CCO.CCO

```
! RIJCOSX wB97M-V def2-TZVPD def2/J DEFGRID3
* xyz 0 1
C -9.47454 -18.00533 6.30004
C -10.05363 -16.81479 7.01361
O -10.84143 -16.06838 6.07823
H -10.20422 -18.58894 5.73461
H -8.91151 -18.65998 6.97358
H -8.70261 -17.80544 5.54662
H -9.27881 -16.19050 7.46571
H -10.70963 -17.18428 7.80574
H -11.54891 -15.63889 6.57508
C -14.32792 -17.80463 6.67912
C -15.25082 -18.57937 5.74819
O -14.45035 -19.44576 4.92669
H -13.59768 -17.24773 6.10088
H -13.80303 -18.42960 7.39871
H -14.90442 -17.07426 7.25636
H -15.82317 -17.91615 5.09424
H -16.01210 -19.16643 6.27178
H -14.25634 -20.25991 5.45629
C -8.11186 -20.86594 5.21041
C -7.57371 -21.95541 6.10194
O -7.53708 -21.42135 7.42525
H -8.15186 -21.08907 4.14271
H -7.58375 -19.92971 5.37669
H -9.17084 -20.69576 5.42537
H -6.59058 -22.27653 5.74754
H -8.26317 -22.80208 6.13686
H -7.17891 -22.04285 8.06317
C -14.06886 -16.57064 10.24044
C -12.65010 -16.07078 10.38753
O -12.06433 -15.85821 9.08909
H -14.50794 -16.86801 11.19776
H -14.08618 -17.48475 9.64014
H -14.71930 -15.85461 9.73953
H -11.99775 -16.68893 10.99773
H -12.67916 -15.06491 10.82911
H -12.61206 -15.19939 8.63052
C -12.72217 -11.67485 7.10537
C -12.29966 -13.12908 7.21977
O -13.44513 -13.96731 7.49996
H -13.52216 -11.52254 6.37653
H -11.89384 -11.03244 6.79757
H -13.10830 -11.29124 8.05262
H -11.59348 -13.22042 8.04070
H -11.93112 -13.45459 6.24121
H -14.08144 -13.77354 6.78288
C -12.41959 -17.47774 2.28894
O -11.64913 -17.30279 1.34879
N -13.66636 -18.06095 2.27711
N -12.00380 -17.31743 3.59505
H -14.07845 -18.51034 3.08220
H -13.97642 -18.34949 1.36466
H -12.67908 -17.38027 4.32923
H -11.17565 -16.75316 3.68816
C -14.67044 -14.97657 2.78132
C -14.02232 -14.18299 3.92917
C -13.36730 -12.91544 3.41632
O -12.30907 -13.14061 2.53208
C -11.76670 -11.92274 2.04625
N -14.96591 -13.86292 4.99549
H -15.13919 -15.89561 3.11982
H -14.01294 -15.19036 1.93460
H -15.33214 -14.26873 2.26037
H -13.22268 -14.81305 4.34128
H -12.98867 -12.32420 4.26340
H -14.13569 -12.26868 2.96032
H -11.10714 -12.17518 1.21245
H -11.03088 -11.52321 2.75667
H -12.57496 -11.26084 1.74162
H -15.56538 -14.67959 5.09097
H -15.60319 -13.12421 4.70128
C -9.23964 -19.40102 -0.94522
C -8.24350 -20.31765 -0.23573
C -8.13640 -19.99274 1.25128
O -7.68465 -18.69111 1.42664
C -7.70869 -18.17965 2.72804
N -8.57404 -21.72730 -0.42448
H -9.33132 -18.41906 -0.49084
H -10.21971 -19.88364 -0.84014
H -9.02562 -19.31827 -2.01092
H -7.26547 -20.10434 -0.69542
H -7.41895 -20.73349 1.64574
H -9.12544 -20.18094 1.69123
H -6.75743 -18.45361 3.20864
H -8.55471 -18.47837 3.35806
H -7.73607 -17.08953 2.70915
H -7.73832 -22.27284 -0.25567
H -8.90936 -21.90684 -1.36023
C -12.87732 -21.21378 8.56796
C -12.39995 -21.59253 7.16303
C -11.69504 -22.94078 7.23907
O -12.63776 -23.93938 7.59971
C -12.08501 -25.22584 7.48376
N -13.60704 -21.69866 6.31104
H -13.58978 -21.95679 8.91994
H -13.21013 -20.18297 8.67279
H -12.01234 -21.26375 9.23862
H -11.75548 -20.84235 6.70437
H -10.97694 -22.92881 8.06839
H -11.20060 -23.18764 6.29274
H -11.78678 -25.45525 6.45863
H -12.75385 -25.96872 7.91400
H -11.20052 -25.30351 8.13795
H -13.43960 -22.31121 5.51408
H -14.29135 -22.21879 6.85509
C -9.48922 -18.62613 10.52971
C -8.22408 -19.03576 11.29245
C -7.11258 -17.99973 11.19324
O -5.83801 -18.54501 11.46025
C -5.35692 -19.32214 10.39104
N -8.58681 -19.26589 12.71286
H -9.89326 -17.69346 10.92761
H -10.25982 -19.39254 10.53886
H -9.18338 -18.41044 9.49841
H -7.88932 -19.97912 10.84579
H -7.29791 -17.15212 11.85801
H -7.20091 -17.52968 10.20285
H -5.69278 -18.98195 9.40564
H -5.63372 -20.38615 10.40881
H -4.26637 -19.31700 10.43524
H -8.79534 -20.24658 12.85078
H -7.77694 -19.03643 13.27995
C -7.64664 -14.84760 4.42558
C -8.67476 -14.04791 3.68624
C -8.98794 -14.60984 2.28491
O -7.83265 -14.72775 1.49815
C -8.09909 -15.42235 0.28571
N -9.94045 -13.87533 4.41540
H -7.90407 -15.88469 4.66166
H -7.39265 -14.35396 5.36367
H -6.72971 -14.94771 3.84211
H -8.28313 -13.06077 3.40403
H -9.72586 -13.96121 1.79937
H -9.45928 -15.59688 2.41955
H -8.64610 -16.35170 0.46962
H -7.13854 -15.58879 -0.19175
H -8.75863 -14.79201 -0.32722
H -10.12082 -14.79894 4.81493
H -10.67874 -13.64151 3.75435
C -2.44789 -16.30044 6.58124
C -2.61666 -16.00746 8.07065
C -4.06928 -16.04812 8.50617
O -4.88381 -15.37325 7.54029
C -6.17703 -15.24193 8.05248
N -1.72667 -16.83244 8.88723
H -3.18618 -17.08180 6.36617
H -1.45897 -16.67501 6.31252
H -2.61276 -15.47416 5.89419
H -2.24749 -14.98398 8.21388
H -4.22253 -15.62726 9.50170
H -4.41380 -17.08917 8.40258
H -6.73287 -16.17591 8.19068
H -6.74500 -14.62675 7.35024
H -6.25587 -14.63343 8.96402
H -2.11870 -16.90792 9.82875
H -1.78085 -17.81803 8.62122
*
```

C35H16F4N7PdS2 | wB97M-V/def2-TZVPD

## Properties
- Lowest unoccupied orbital energy (spin up / spin down): -6.38 / -6.36 eV
- Relative energy (zero: lowest compared OMol25 entry of this formula, charge and spin): 444.23 kJ/mol
- Orbital gap (spin up / spin down): 3.222 / 4.169 eV
- <S²>: 2.107
- DFT total energy: -3049.8682 hartree
- HOMO energy (spin up / spin down): -9.60 / -10.53 eV

```
! RIJCOSX wB97M-V def2-TZVPD def2/J DEFGRID3
* xyz 1 3
Pd 1.93155 -0.70407 -0.70013
S -2.91064 -0.66235 1.17328
C -1.47673 -1.28801 1.99743
C -1.78346 -1.68784 3.30010
C -0.79884 -1.97397 4.22303
C 0.54837 -1.86510 3.86481
C 0.87925 -1.49541 2.58753
C -0.10836 -1.22166 1.61084
N 0.31464 -0.98507 0.35497
C -0.45849 -1.43272 -0.75405
C -1.31116 -0.45459 -2.72459
C -2.08006 0.00124 -3.76704
C -1.57526 -0.10168 -5.06100
C -0.32721 -0.65999 -5.30108
C 0.46754 -1.10745 -4.26008
C -0.02723 -1.00036 -2.95915
H -2.82790 -1.76213 3.56958
H -1.07699 -2.27295 5.22223
H 1.31878 -2.09916 4.58386
H 1.91502 -1.46280 2.24964
H -3.05035 0.43968 -3.59763
H -2.17462 0.23997 -5.89022
H 0.02927 -0.76087 -6.31440
H 1.42685 -1.56685 -4.43717
S -4.81629 -2.86057 -1.29963
C -3.20438 -2.30038 -1.03035
C -2.17054 -3.24170 -0.99390
C -0.90996 -2.86308 -0.65930
N 0.52736 -1.53062 -1.82408
C -1.55401 -0.44984 -1.23409
C -2.90222 -0.89317 -0.70606
C -5.57840 -2.24152 0.22446
C -5.66678 -3.16677 1.24974
C -6.20458 -2.72903 2.45570
N -6.60833 -1.49362 2.64916
C -6.54367 -0.63024 1.65949
C -6.03776 -0.95380 0.40311
H -2.41855 -4.28320 -1.12863
H -0.12521 -3.57599 -0.45650
H -1.33896 0.55488 -0.84017
H -3.70040 -0.21320 -1.00693
H -5.33067 -4.18395 1.12178
H -6.30447 -3.40320 3.29419
H -6.90882 0.36296 1.87147
H -6.01008 -0.22197 -0.38632
F 3.20287 1.07648 0.40375
C 4.01855 2.20214 0.36287
C 4.13235 2.93863 1.51082
F 3.47726 2.52085 2.59399
C 4.93363 4.11538 1.57966
C 5.52588 4.50905 0.34251
C 5.39634 3.77472 -0.80630
F 5.98548 4.20566 -1.92029
C 4.67255 2.55123 -0.84899
C 4.61849 1.76526 -2.02419
C 3.98895 0.54400 -1.99902
N 3.47754 -0.50224 -1.90173
C 5.16126 2.14839 -3.27053
N 5.55363 2.39310 -4.31776
F 6.23135 5.63287 0.30008
C 5.14759 4.82693 2.76641
C 4.55608 4.50016 3.99814
N 4.10018 4.28423 5.02899
C 6.02788 5.92029 2.85994
N 6.75488 6.79503 3.00778
*
```

Record order is preserved below.
Largest force on an atom: 2.275 1.707 eV Å⁻¹